## i
35
Properties=species:S:1:pos:R:3:lowdin_charge:R:1 method="wB97M-V/def2-TZVPD" homo_lumo_gap_ev=9.0
O -5.685 -1.749 0.481 0.031
O 1.334 2.649 -1.051 0.086
O 3.646 0.280 2.020 0.104
O 4.351 -1.734 1.299 0.119
O 3.694 -2.453 -1.294 -0.040
N 2.635 0.937 -0.369 0.086
N 0.219 0.825 1.523 0.089
C 3.698 -0.734 1.104 -0.437
C -1.113 1.523 -0.373 -0.125
C -2.295 0.637 -0.157 -0.242
C 1.396 1.549 -0.537 -0.408
C 3.705 -1.069 -1.363 -0.230
C -2.894 0.457 1.097 -0.022
C -4.592 -0.937 0.232 -0.341
C -4.017 -0.363 1.322 -0.012
C 0.179 0.863 0.092 -0.341
C 2.937 -0.464 -0.186 -0.231
C -2.930 0.005 -1.230 -0.031
C -4.060 -0.822 -1.061 -0.012
H 2.022 -1.092 -0.069 0.175
H 0.063 -0.170 -0.266 0.151
H -4.451 -0.427 2.316 0.121
H 0.451 1.767 1.863 0.109
H -4.616 -1.409 -1.804 0.114
H -2.459 0.962 1.966 0.109
H 3.060 -0.907 -2.262 0.144
H -2.555 0.112 -2.245 0.110
H 4.202 -2.641 -0.481 0.083
H -1.232 2.516 0.087 0.136
H -5.894 -2.101 -0.406 0.099
H 0.995 0.249 1.851 0.072
H -1.003 1.714 -1.451 0.123
H 3.320 1.553 -0.825 0.168
H 3.190 1.051 1.624 0.100
H 4.699 -0.579 -1.447 0.143

---

## ii
35
Properties=species:S:1:pos:R:3:lowdin_charge:R:1 method="wB97M-V/def2-TZVPD" homo_lumo_gap_ev=8.2
O -1.425 -1.312 -0.691 0.072
O 0.291 0.114 3.374 -0.160
O 4.596 1.662 -1.690 -0.054
O -2.166 -3.093 0.943 0.135
O -2.211 -3.378 3.152 0.057
N -1.314 -0.177 1.280 0.094
N -1.258 2.122 0.160 -0.010
C 3.325 1.404 -2.137 -0.460
C 0.503 1.089 -2.273 -0.325
C -0.816 -0.900 3.622 -0.106
C 2.476 2.498 -2.367 -0.004
C -1.293 -0.305 -0.046 -0.512
C -0.949 0.990 -2.111 -0.131
C 1.314 0.078 -2.001 0.013
C 2.817 0.184 -2.023 0.013
C -1.645 1.003 -0.746 -0.277
C 1.112 2.321 -2.408 -0.069
C -1.815 -2.749 2.140 -0.476
C -0.968 -1.425 2.111 -0.138
H -0.300 2.700 -0.383 0.189
H -0.007 -1.723 1.495 0.191
H -1.987 2.921 0.366 0.120
H -0.680 -1.606 4.364 0.076
H -1.746 -2.392 0.379 0.037
H -1.106 -0.047 -2.574 0.143
H -0.811 0.832 1.618 0.213
H 5.227 0.717 -2.627 0.343
H 3.296 -0.740 -1.892 0.094
H -1.797 -0.231 3.874 0.167
H -1.158 1.730 -2.951 0.146
H -2.748 0.852 -0.911 0.172
H 0.517 3.178 -2.428 0.092
H 0.845 -0.845 -1.801 0.096
H 0.625 0.417 4.298 0.126
H 2.788 3.550 -2.177 0.133

---

## iii
35
Properties=species:S:1:pos:R:3:lowdin_charge:R:1 method="wB97M-V/def2-TZVPD" homo_lumo_gap_ev=9.0
O -0.380 -0.143 -2.550 0.068
O 1.832 2.327 -0.376 0.045
O -4.879 1.152 2.906 0.044
O -1.394 -1.982 -1.877 0.089
O 5.264 0.366 -2.245 -0.156
N 0.674 0.427 -0.172 0.100
N 2.285 0.255 -2.684 0.061
C -0.359 -1.516 0.757 -0.123
C -2.760 -0.970 0.958 -0.066
C 2.917 0.256 -1.297 -0.252
C -1.417 -0.549 1.406 -0.237
C -2.491 1.049 2.890 -0.011
C -0.482 -1.009 -1.681 -0.452
C -1.319 0.323 2.434 -0.052
C 0.327 -1.045 -0.451 -0.217
C 1.863 1.098 -0.501 -0.426
C 4.328 1.062 -1.175 -0.115
C -3.977 -0.534 1.531 0.018
C -3.771 0.629 2.470 -0.362
H 1.968 1.246 -2.854 0.113
H 4.711 0.987 -0.170 0.083
H 4.618 -0.101 -2.804 0.035
H -0.408 0.597 2.879 0.097
H -4.605 2.005 3.411 0.169
H -2.998 -1.829 0.308 0.096
H 1.270 0.013 -2.518 0.015
H -5.010 -1.051 1.254 0.151
H -0.053 1.202 -0.228 0.180
H -1.067 -2.587 0.809 0.185
H -2.340 1.737 3.726 0.107
H -1.934 -1.659 -2.734 0.213
H 3.360 -0.648 -0.855 0.139
H 1.222 -1.490 -0.715 0.130
H 0.412 -1.868 1.620 0.160
H 4.593 2.253 -1.473 0.171

---

It is ii that is the least stable of them.

---

## i
20
Properties=species:S:1:pos:R:3:lowdin_charge:R:1 method="wB97M-V/def2-TZVPD" homo_lumo_gap_ev=9.0
O 2.193 1.254 -0.110 0.161
O -0.120 3.366 0.947 0.081
O -1.661 2.208 -0.172 -0.002
N -0.551 -0.919 -0.706 0.111
N -0.854 2.208 0.773 -0.301
C 0.406 0.146 -2.650 -0.021
C -0.734 1.281 1.636 -0.195
C 0.349 -0.033 -1.173 -0.365
C 0.109 0.476 2.448 0.042
C -1.139 -0.976 0.400 -0.098
C 1.265 0.653 -0.547 -0.127
C -1.112 -0.149 1.666 -0.091
H -0.392 0.843 -2.880 0.085
H 1.269 0.607 -2.924 0.043
H -1.705 -1.875 0.526 0.102
H 0.222 -0.770 -3.272 0.111
H -2.023 -0.263 2.189 0.120
H -0.164 3.771 0.030 0.154
H 0.179 0.640 3.422 0.064
H 1.033 0.212 1.869 0.125

---

## ii
20
Properties=species:S:1:pos:R:3:lowdin_charge:R:1 method="wB97M-V/def2-TZVPD" homo_lumo_gap_ev=9.2
O 0.189 2.602 -0.512 0.052
O -2.664 0.960 2.370 0.046
O -2.321 -0.751 1.082 0.045
N -2.506 0.616 1.208 -0.331
N -1.946 0.077 -2.095 0.213
C -2.342 1.247 0.089 -0.057
C 0.346 0.658 0.954 -0.035
C -2.092 0.558 -1.077 -0.232
C 1.090 -0.877 -0.649 -0.176
C 0.701 -0.611 0.765 -0.059
C 0.968 0.449 -1.375 -0.116
C 0.434 1.420 -0.352 -0.448
H 1.977 -1.350 -0.793 0.076
H 0.132 0.537 -2.257 0.148
H 0.231 1.366 1.804 0.137
H 0.749 -1.529 1.357 0.123
H 0.258 -1.651 -0.925 0.153
H -2.973 -1.283 1.612 0.163
H 1.846 0.843 -1.781 0.100
H -2.112 2.409 0.078 0.199

---

## iii
20
Properties=species:S:1:pos:R:3:lowdin_charge:R:1 method="wB97M-V/def2-TZVPD" homo_lumo_gap_ev="7.3 / 7.3"
O -3.391 1.408 -1.514 0.046
O 1.172 2.469 -0.789 0.121
O -1.608 2.810 -1.893 0.064
N -1.527 -0.343 0.138 0.043
N 2.117 -1.935 0.105 0.006
C -1.364 0.907 -0.450 -0.084
C 0.935 1.323 -0.564 -0.165
C -2.061 1.640 -1.310 -0.459
C 1.999 -1.475 1.392 -0.104
C 1.822 -0.991 -0.764 -0.104
C 1.471 0.172 -0.125 -0.257
C 1.549 -0.162 1.313 -0.018
H 2.306 -2.092 2.257 0.125
H 1.813 -1.085 -1.893 0.160
H -1.774 -1.057 -0.542 0.089
H 2.400 -2.919 -0.196 0.200
H -0.702 2.728 -1.693 0.027
H -0.668 -0.590 0.646 0.049
H -3.883 2.255 -1.316 0.139
H 1.109 0.438 2.119 0.124

---

It is i that is the least stable of them.

---

## i
14
Properties=species:S:1:pos:R:3:lowdin_charge:R:1 method="wB97M-V/def2-TZVPD" homo_lumo_gap_ev=9.6
O 1.658 -1.211 0.813 -0.004
O -1.443 1.247 -0.806 -0.149
C 0.425 0.112 -0.560 -0.260
C -0.051 1.424 -0.972 -0.186
C -0.468 -0.424 0.391 -0.093
C -1.918 0.254 0.311 0.063
C 0.314 -1.312 1.145 -0.048
C 1.625 -0.349 -0.298 -0.053
H -0.017 -2.230 1.531 0.103
H -2.552 -0.452 -0.161 0.110
H -2.175 0.466 1.181 0.029
H 0.354 1.639 -2.042 0.154
H 0.438 2.261 -0.084 0.197
H 2.664 -0.202 -0.589 0.137

---

## ii
14
Properties=species:S:1:pos:R:3:lowdin_charge:R:1 method="wB97M-V/def2-TZVPD" homo_lumo_gap_ev=9.6
O -0.299 -1.263 2.490 0.009
O 0.168 1.623 -1.114 -0.077
C -0.321 -0.534 -1.453 -0.005
C -0.101 -0.257 1.655 -0.325
C -0.419 -1.462 -2.313 0.171
C -1.019 0.479 0.906 -0.015
C -0.005 0.430 -0.367 -0.554
C 0.966 0.002 0.601 -0.096
H 1.671 -0.757 0.343 0.123
H -0.798 -2.028 -3.037 -0.024
H -2.059 0.324 0.915 0.119
H 1.477 1.400 -1.342 0.319
H -0.968 1.487 1.389 0.165
H 1.708 0.556 1.326 0.190

---

It is ii that is the least stable of them.

---

## i
6
Properties=species:S:1:pos:R:3:lowdin_charge:R:1 method="wB97M-V/def2-TZVPD" homo_lumo_gap_ev=7.8
S -1.163 0.416 1.829 0.677
O 0.879 -0.175 -1.591 0.008
C -0.882 -0.211 0.418 -0.606
C 0.824 0.152 -0.450 -0.200
H 1.705 0.705 0.032 0.114
H -1.364 -0.887 -0.238 0.006

---

## ii
6
Properties=species:S:1:pos:R:3:lowdin_charge:R:1 method="wB97M-V/def2-TZVPD" homo_lumo_gap_ev=9.6
S 1.556 0.582 -0.015 0.833
O -0.131 -1.198 -0.111 -0.140
C -0.036 0.052 -0.725 -0.576
C -0.035 -0.002 0.729 -0.457
H -0.589 0.042 1.738 0.151
H -0.765 0.525 -1.615 0.188

---

It is ii that is the least stable of them.

---

## i
17
Properties=species:S:1:pos:R:3:lowdin_charge:R:1 method="wB97M-V/def2-TZVPD" total_charge=+1 homo_lumo_gap_ev=11.7
N -0.275 0.277 -0.352 0.005
C -1.299 2.224 1.093 0.081
C -0.684 1.343 1.883 0.081
C 0.443 -2.220 -0.247 -0.046
C 0.804 -0.751 -0.332 -0.232
C -0.106 1.562 0.552 -0.197
C 0.437 -0.055 -1.610 0.031
H 0.670 -2.746 -1.263 0.127
H -0.671 0.827 2.792 0.104
H 0.935 1.953 0.213 0.177
H -0.700 -2.444 -0.024 0.132
H 1.107 0.741 -1.854 0.131
H 1.785 -0.658 0.209 0.182
H -1.980 3.026 1.007 0.107
H -1.284 0.155 -0.358 0.181
H 0.978 -2.694 0.518 0.048
H -0.160 -0.538 -2.228 0.088

---

## ii
17
Properties=species:S:1:pos:R:3:lowdin_charge:R:1 method="wB97M-V/def2-TZVPD" total_charge=+1 homo_lumo_gap_ev=10.8
N -0.355 -1.187 -0.755 0.203
C 2.503 0.295 0.216 0.015
C 1.256 0.942 -0.242 -0.116
C 0.575 -0.345 0.076 -0.322
C -1.752 0.593 0.310 -0.010
C -0.905 -0.597 0.518 -0.113
C 1.902 -0.892 0.447 0.029
H -1.329 1.229 -0.385 0.070
H 0.026 -2.153 -0.665 0.195
H -0.624 -0.937 -1.668 0.164
H 0.848 1.871 0.263 0.147
H 2.072 -1.880 0.838 0.120
H -1.184 -1.322 1.297 0.171
H -2.732 0.465 0.033 0.077
H 1.349 1.304 -1.323 0.156
H -1.741 1.047 1.245 0.095
H 3.518 0.579 0.090 0.117

---

## iii
17
Properties=species:S:1:pos:R:3:lowdin_charge:R:1 method="wB97M-V/def2-TZVPD" total_charge=+1 homo_lumo_gap_ev=10.8
N -0.876 -0.345 -0.186 0.079
C 1.789 -0.772 -0.552 0.004
C -1.451 2.674 0.167 -0.030
C 1.012 -2.062 -0.970 -0.006
C 0.360 -1.053 -0.111 -0.374
C -0.744 2.913 1.226 0.081
C -0.613 -1.032 1.024 -0.002
H -2.081 3.240 -0.598 0.095
H -0.529 -0.323 1.813 0.107
H -1.353 -1.855 1.265 0.163
H 1.381 -2.826 -0.332 0.109
H -0.015 3.218 2.075 0.103
H 0.818 -2.177 -2.025 0.120
H 2.060 -0.036 -1.286 0.110
H -1.456 -0.602 -0.918 0.141
H 2.450 -0.890 0.237 0.083
H -0.712 0.972 -0.034 0.217

---

## iv
17
Properties=species:S:1:pos:R:3:lowdin_charge:R:1 method="wB97M-V/def2-TZVPD" total_charge=+1 homo_lumo_gap_ev=9.6
N 1.228 0.022 -0.242 -0.234
C -3.453 0.599 0.323 -0.034
C -3.153 -0.687 0.241 -0.005
C 1.471 -1.069 0.668 -0.001
C 0.197 0.040 -0.957 0.083
C -2.081 0.280 0.249 0.053
C 2.115 1.140 -0.273 -0.001
H -3.347 -1.663 -0.109 0.097
H 0.437 -1.317 1.152 0.137
H 0.210 0.886 -1.580 0.119
H -0.396 -0.835 -0.846 0.083
H 2.725 1.038 0.628 0.104
H 1.828 -2.045 0.126 0.153
H 1.604 2.109 -0.237 0.121
H 2.793 1.065 -1.124 0.119
H -4.326 1.285 0.560 0.141
H 2.149 -0.850 1.422 0.066

---

It is iii that is the least stable of them.

---

## i
17
Properties=species:S:1:pos:R:3:lowdin_charge:R:1 method="wB97M-V/def2-TZVPD" total_charge=+1 homo_lumo_gap_ev=8.8
N 0.047 -1.100 -0.277 0.235
C 0.145 -1.138 1.010 -0.218
C 0.473 1.279 -2.052 -0.145
C -0.905 1.469 -1.321 -0.066
C 0.086 -1.790 2.245 -0.075
C 0.335 -0.305 2.232 -0.034
C -0.807 2.014 -2.465 -0.025
H -1.326 1.432 -0.251 0.132
H 1.356 1.710 -1.855 0.038
H -0.918 -2.294 2.642 0.193
H 0.645 0.290 -2.616 0.106
H 1.349 0.135 2.676 0.175
H -0.466 0.415 2.602 0.142
H 0.409 -0.288 -0.928 0.103
H 0.029 -1.933 -0.950 0.195
H 0.877 -2.472 2.525 0.132
H -1.331 2.574 -3.219 0.112

---

## ii
17
Properties=species:S:1:pos:R:3:lowdin_charge:R:1 method="wB97M-V/def2-TZVPD" total_charge=+1 homo_lumo_gap_ev="5.8 / 5.8"
N 1.118 0.755 1.075 -0.020
C -0.129 -0.342 -0.628 -0.069
C 1.030 0.494 -0.323 -0.110
C -0.813 -0.873 0.563 -0.125
C -0.476 -0.803 -1.991 0.019
C -0.161 -0.290 1.827 -0.023
C -0.143 1.220 1.823 -0.090
H 1.017 1.385 -0.764 0.118
H -1.830 -0.461 0.470 0.175
H 1.891 -0.061 -0.610 0.172
H 0.048 -1.751 -2.172 0.137
H -0.083 -0.191 -2.756 0.090
H -1.527 -1.158 -2.184 0.138
H 0.201 1.869 2.581 0.100
H -1.144 -1.906 0.390 0.158
H 1.952 0.456 1.595 0.174
H -0.950 1.656 1.103 0.156

---

## iii
17
Properties=species:S:1:pos:R:3:lowdin_charge:R:1 method="wB97M-V/def2-TZVPD" total_charge=+1 homo_lumo_gap_ev=9.5
N 1.472 -0.097 0.406 -0.074
C -2.365 0.075 -0.209 -0.040
C -0.894 -0.232 -0.168 -0.153
C 1.338 -1.525 0.465 -0.064
C -0.046 0.404 0.622 0.025
C 2.266 0.643 -0.715 0.064
C 0.270 -2.113 0.346 0.130
H 3.340 0.422 -0.746 0.118
H 1.908 0.225 1.311 0.195
H -0.656 -1.136 -0.653 0.072
H 2.011 0.281 -1.653 0.076
H -2.794 -0.885 -0.296 0.067
H -0.324 -3.018 0.612 0.133
H -2.643 0.645 -1.052 0.074
H -2.884 0.640 0.660 0.133
H -0.238 1.252 1.312 0.155
H 1.981 1.657 -0.712 0.090

---

## iv
17
Properties=species:S:1:pos:R:3:lowdin_charge:R:1 method="wB97M-V/def2-TZVPD" total_charge=+1 homo_lumo_gap_ev=10.5
N -0.034 0.771 0.255 0.070
C -1.014 -1.385 -0.303 0.000
C 2.596 0.117 -0.283 -0.156
C 3.250 1.038 0.004 0.125
C -1.319 1.498 0.557 0.053
C 0.095 -0.498 -0.037 -0.155
C 1.645 -1.010 -0.449 -0.038
H 4.009 1.860 -0.014 0.091
H -2.010 -0.854 -0.232 0.109
H 0.808 1.334 0.235 0.126
H -2.012 0.746 0.974 0.102
H -0.888 -1.773 -1.328 0.126
H -1.575 1.692 -0.523 0.139
H -1.120 -2.266 0.290 0.105
H 1.797 -1.926 0.026 0.099
H 1.641 -1.149 -1.569 0.147
H -1.074 2.250 1.175 0.059

---

It is iii that is the least stable of them.